*A*
{
  "formula": "C4H4N2OS",
  "method": "ωB97M-V/def2-TZVPD",
  "elements": ["C", "C", "C", "C", "N", "N", "O", "S", "H", "H", "H", "H"],
  "xyz": [[1.472, -0.478, -0.042], [1.233, 0.907, -0.022], [0.596, -1.543, 0.043], [-1.628, -0.555, 0.070], [-0.721, -1.309, 0.132], [0.069, 1.347, -0.298], [-3.418, 1.239, 0.341], [-3.221, -0.137, -0.185], [2.599, -0.584, -0.081], [2.220, 1.391, 0.169], [0.842, -2.629, 0.091], [-0.043, 2.352, -0.219]],
  "homo_lumo_gap_ev": [6.81, 6.80],
  "total_charge": 0,
  "lumo_energy_ev": [-0.878, -0.879]
}

---

*B*
{
  "formula": "C4H4N2OS",
  "method": "ωB97M-V/def2-TZVPD",
  "elements": ["O", "C", "C", "N", "C", "S", "C", "N", "H", "H", "H", "H"],
  "xyz": [[2.740, 0.043, -0.004], [1.382, -0.024, 0.006], [0.640, 1.169, 0.000], [-0.683, 1.146, -0.006], [-1.277, -0.048, -0.002], [-3.048, -0.115, -0.001], [-0.523, -1.221, -0.003], [0.799, -1.208, -0.004], [3.028, -0.876, 0.002], [1.145, 2.114, 0.004], [-3.191, 1.220, 0.002], [-1.010, -2.199, 0.006]],
  "homo_lumo_gap_ev": 8.95,
  "total_charge": 0,
  "smiles": "Oc1cnc(S)cn1",
  "lumo_energy_ev": 0.359
}

---

Of them, *A* has the lowest stability.

---

*A*
{
  "formula": "C2H5NOS2",
  "method": "ωB97M-V/def2-TZVPD",
  "elements": ["C", "C", "N", "O", "S", "S", "H", "H", "H", "H", "H"],
  "xyz": [[2.263, 0.416, -0.884], [2.748, 0.243, 0.522], [1.312, 1.200, -1.063], [1.885, 0.924, 1.320], [-4.958, 0.897, -0.760], [0.632, 1.750, 0.332], [-3.884, 0.369, -0.190], [2.648, -0.046, -1.719], [2.567, -0.849, 0.716], [3.711, 0.709, 0.590], [-4.481, 0.647, -2.116]],
  "homo_lumo_gap_ev": 8.95,
  "total_charge": 0,
  "lumo_energy_ev": 0.443
}

---

*B*
{
  "formula": "C2H5NOS2",
  "method": "ωB97M-V/def2-TZVPD",
  "elements": ["C", "C", "H", "H", "H", "H", "H", "N", "O", "S", "S"],
  "xyz": [[0.264, 0.211, 1.059], [0.445, -0.337, -0.344], [-0.208, 2.255, 0.664], [0.365, -0.742, 1.716], [1.236, 0.763, 1.516], [0.035, -2.269, -1.407], [-1.377, -2.035, 1.338], [-0.064, -1.627, -0.534], [-1.353, -1.617, 0.004], [-1.070, 1.263, 1.089], [1.505, 0.431, -1.365]],
  "homo_lumo_gap_ev": 8.03,
  "total_charge": 0,
  "lumo_energy_ev": -0.574
}

---

Of them, *B* has the lowest stability.

---

*A*
{
  "formula": "C2N2O3",
  "method": "ωB97M-V/def2-TZVPD",
  "elements": ["C", "C", "N", "N", "O", "O", "O"],
  "xyz": [[-1.616, -0.555, 0.066], [0.904, 0.907, 0.109], [-2.650, -0.675, -0.429], [1.218, -0.276, -0.364], [0.624, 2.015, 0.129], [1.991, -1.140, -0.135], [-0.471, -0.277, 0.624]],
  "homo_lumo_gap_ev": [7.94, 7.94],
  "total_charge": 0,
  "lumo_energy_ev": [-2.796, -2.795]
}

---

*B*
{
  "formula": "C2N2O3",
  "method": "ωB97M-V/def2-TZVPD",
  "elements": ["N", "C", "N", "O", "O", "C", "O"],
  "xyz": [[0.531, 0.276, -1.022], [1.401, -0.279, -0.504], [2.606, -0.613, -0.043], [2.956, -1.343, 0.870], [-1.748, 0.948, 1.043], [-2.468, 0.628, 0.205], [-3.277, 0.382, -0.549]],
  "homo_lumo_gap_ev": [8.27, 8.28],
  "total_charge": 0,
  "smiles": "N#CN=O.O=C=O",
  "lumo_energy_ev": [-2.485, -2.504]
}

---

Of them, *A* has the lowest stability.

---

*A*
{
  "formula": "CH4BBrO2",
  "method": "ωB97M-V/def2-TZVPD",
  "elements": ["O", "B", "O", "C", "Br", "H", "H", "H", "H"],
  "xyz": [[1.011, -1.023, -0.743], [0.304, 0.040, -0.287], [0.741, 1.350, -0.312], [-1.005, -0.257, 0.586], [-1.918, 1.303, 1.240], [1.767, -1.038, -1.453], [1.662, 1.317, -0.529], [-1.658, -0.820, 0.039], [-0.905, -0.871, 1.458]],
  "homo_lumo_gap_ev": 9.81,
  "total_charge": 0,
  "smiles": "OB(O)CBr",
  "lumo_energy_ev": 0.086
}

---

*B*
{
  "formula": "CH4BBrO2",
  "method": "ωB97M-V/def2-TZVPD",
  "elements": ["B", "C", "O", "O", "Br", "H", "H", "H", "H"],
  "xyz": [[0.713, -0.751, 2.297], [-0.422, 0.420, -1.098], [-0.477, -0.456, 2.235], [1.900, -1.163, 2.522], [-2.144, 0.437, -0.136], [-0.454, 0.368, -2.192], [0.104, -0.452, -0.664], [-1.413, 0.495, 1.078], [2.674, -0.898, 2.102]],
  "homo_lumo_gap_ev": 6.47,
  "total_charge": 0,
  "lumo_energy_ev": -0.141
}

---

Of them, *B* has the lowest stability.

---

*A*
{
  "formula": "C9H11NO3S",
  "method": "ωB97M-V/def2-TZVPD",
  "elements": ["C", "C", "C", "C", "C", "C", "C", "C", "C", "N", "O", "O", "O", "S", "H", "H", "H", "H", "H", "H", "H", "H", "H", "H", "H"],
  "xyz": [[-3.277, 1.448, -0.267], [-3.115, 1.008, 1.034], [-2.691, 0.718, -1.296], [-2.250, -0.070, 1.303], [-1.912, -0.411, -1.033], [-1.593, -0.679, 0.304], [3.796, 1.157, -0.393], [-0.678, -1.837, 0.625], [1.254, -0.118, -0.025], [2.911, -0.097, -0.403], [3.425, -1.063, 0.300], [2.784, -0.333, -1.847], [0.602, 0.790, -0.313], [1.210, -1.649, 0.565], [-3.841, 2.383, -0.513], [-3.482, 1.581, 1.883], [-3.026, 1.031, -2.300], [-1.991, -0.383, 2.360], [-1.485, -0.891, -2.009], [3.189, 2.023, -0.013], [4.520, 0.978, 0.341], [4.263, 1.269, -1.403], [-0.838, -2.001, 1.781], [-0.960, -2.819, 0.071], [2.420, -1.163, -1.997]],
  "homo_lumo_gap_ev": 9.48,
  "total_charge": 0,
  "lumo_energy_ev": 0.624
}

---

*B*
{
  "formula": "C9H11NO3S",
  "method": "ωB97M-V/def2-TZVPD",
  "elements": ["C", "C", "O", "C", "C", "C", "C", "C", "N", "S", "C", "O", "O", "C", "H", "H", "H", "H", "H", "H", "H", "H", "H", "H", "H"],
  "xyz": [[-2.661, -0.890, 2.617], [-1.779, 0.333, 2.673], [-1.973, 1.220, 3.472], [-0.648, 0.398, 1.707], [0.312, 1.392, 1.898], [1.392, 1.490, 1.042], [1.527, 0.617, -0.022], [0.564, -0.369, -0.236], [0.687, -1.245, -1.306], [1.543, -0.952, -2.709], [0.761, 0.535, -3.379], [1.241, -2.065, -3.554], [2.906, -0.659, -2.402], [-0.517, -0.478, 0.633], [-3.361, -0.864, 3.448], [-2.061, -1.795, 2.673], [-3.222, -0.898, 1.685], [0.193, 2.068, 2.731], [2.141, 2.250, 1.203], [2.380, 0.667, -0.679], [-0.038, -1.932, -1.424], [-0.246, 0.277, -3.678], [1.345, 0.850, -4.234], [0.766, 1.300, -2.613], [-1.250, -1.250, 0.455]],
  "homo_lumo_gap_ev": 9.09,
  "total_charge": 0,
  "smiles": "CC(=O)c1cccc(NS(C)(=O)=O)c1",
  "lumo_energy_ev": 0.043
}

---

Of them, *A* has the lowest stability.

---

*A*
{
  "formula": "C2H5B",
  "method": "ωB97M-V/def2-TZVPD",
  "elements": ["B", "C", "C", "H", "H", "H", "H", "H"],
  "xyz": [[-1.129, -0.155, -0.023], [0.273, -0.721, 0.080], [0.125, 0.795, -0.014], [-2.296, -0.491, -0.067], [0.890, -1.196, 0.797], [0.425, -0.987, -1.036], [0.482, 1.421, -0.788], [0.212, 1.315, 0.833]],
  "homo_lumo_gap_ev": 10.37,
  "total_charge": 0,
  "smiles": "B1CC1",
  "lumo_energy_ev": 0.717
}

---

*B*
{
  "formula": "C2H5B",
  "method": "ωB97M-V/def2-TZVPD",
  "elements": ["B", "C", "C", "H", "H", "H", "H", "H"],
  "xyz": [[0.913, 0.421, -0.089], [-0.572, 0.504, 0.057], [0.096, -0.831, -0.112], [1.890, 1.057, 0.060], [-0.894, 0.778, 1.106], [-1.613, 0.932, -0.883], [0.023, -1.558, -0.932], [0.158, -1.303, 0.793]],
  "homo_lumo_gap_ev": 10.12,
  "total_charge": 0,
  "lumo_energy_ev": 0.407
}

---

Of them, *B* has the lowest stability.

---

*A*
{
  "formula": "C44H51F5N5O3STl",
  "method": "ωB97M-V/def2-TZVPD",
  "elements": ["Tl", "C", "C", "C", "C", "C", "C", "C", "N", "C", "C", "C", "C", "C", "C", "O", "C", "C", "C", "C", "C", "C", "C", "C", "C", "O", "C", "C", "C", "C", "C", "C", "H", "H", "H", "H", "H", "H", "H", "H", "H", "H", "H", "H", "H", "H", "H", "H", "H", "H", "H", "H", "H", "H", "H", "H", "H", "H", "H", "H", "H", "H", "H", "H", "H", "H", "H", "H", "H", "H", "H", "H", "F", "C", "C", "F", "C", "F", "C", "S", "C", "F", "C", "F", "O", "C", "C", "C", "C", "C", "C", "C", "C", "N", "H", "H", "H", "H", "H", "H", "H", "H", "H", "H", "H", "N", "C", "N", "C", "N"],
  "xyz": [[-0.528, 1.856, 0.161], [1.938, -4.623, 4.767], [1.308, -4.344, 3.381], [2.468, -4.716, 2.313], [0.075, -5.203, 3.139], [0.900, -2.877, 3.135], [0.540, -2.406, 1.933], [0.343, -1.010, 1.710], [0.127, -0.461, 0.575], [0.197, -1.119, -0.661], [1.145, -2.066, -1.070], [1.027, -2.632, -2.335], [-0.111, -2.271, -3.072], [-1.064, -1.295, -2.696], [-0.810, -0.570, -1.521], [-1.446, 0.534, -1.238], [-2.319, -1.023, -3.576], [-3.577, -1.029, -2.733], [-2.464, -2.107, -4.646], [-2.185, 0.342, -4.312], [2.262, -3.424, -2.865], [3.514, -2.537, -2.724], [2.109, -3.684, -4.318], [2.466, -4.747, -2.098], [0.203, -0.143, 2.912], [-0.477, 0.847, 2.810], [0.793, -0.574, 4.177], [1.076, -1.891, 4.209], [0.818, 0.320, 5.424], [1.498, 1.690, 5.073], [1.585, -0.382, 6.542], [-0.625, 0.600, 5.873], [2.487, -5.610, 4.830], [1.182, -4.469, 5.558], [2.761, -3.892, 4.949], [3.145, -5.509, 2.684], [3.106, -3.838, 2.216], [2.107, -4.929, 1.254], [0.320, -6.237, 3.184], [-0.202, -5.000, 2.106], [-0.772, -5.010, 3.884], [0.351, -3.030, 1.055], [1.961, -2.280, -0.398], [-0.246, -2.795, -3.995], [-3.773, -2.016, -2.295], [-4.414, -0.752, -3.424], [-3.569, -0.208, -1.992], [-2.578, -3.071, -4.154], [-1.615, -2.148, -5.364], [-3.370, -1.964, -5.262], [-1.880, 1.158, -3.668], [-3.089, 0.697, -4.837], [-1.383, 0.299, -5.089], [3.532, -1.746, -3.467], [4.416, -3.171, -2.807], [3.652, -2.050, -1.760], [1.834, -2.759, -4.892], [1.318, -4.384, -4.500], [3.004, -4.096, -4.760], [2.760, -4.481, -1.079], [3.222, -5.362, -2.622], [1.497, -5.205, -2.182], [1.504, -2.282, 5.141], [2.569, 1.616, 4.903], [1.330, 2.450, 5.862], [1.076, 2.142, 4.175], [2.585, -0.689, 6.230], [1.009, -1.166, 6.990], [1.711, 0.386, 7.317], [-1.079, 1.013, 4.966], [-0.736, 1.372, 6.699], [-1.166, -0.262, 6.182], [-6.743, 4.597, -0.349], [-5.474, 4.459, 0.018], [-5.142, 3.518, 1.002], [-6.017, 2.683, 1.604], [-3.822, 3.306, 1.291], [-3.495, 2.345, 2.171], [-2.862, 4.167, 0.791], [-1.199, 3.829, 1.369], [-3.228, 5.188, -0.087], [-2.300, 6.004, -0.562], [-4.529, 5.258, -0.542], [-4.803, 6.003, -1.562], [1.222, 1.563, -1.369], [1.502, 2.135, -2.685], [1.833, 3.589, -2.704], [0.925, 4.478, -1.865], [-0.504, 4.500, -2.373], [-0.934, 5.392, -3.322], [-2.244, 5.347, -3.766], [-3.076, 4.273, -3.409], [-2.505, 3.366, -2.548], [-1.261, 3.497, -2.000], [1.939, 1.840, -0.827], [0.597, 1.910, -3.220], [2.273, 1.563, -3.197], [1.794, 3.934, -3.758], [2.840, 3.802, -2.385], [1.297, 5.488, -1.901], [0.871, 4.174, -0.859], [-0.212, 6.135, -3.587], [-2.688, 6.144, -4.366], [-4.077, 3.987, -3.822], [-3.088, 2.543, -2.062], [1.635, 2.298, 1.154], [2.512, 1.838, 1.792], [3.398, 1.206, 2.449], [4.583, 1.736, 2.680], [5.626, 2.131, 2.897]],
  "homo_lumo_gap_ev": 6.22,
  "total_charge": 0,
  "lumo_energy_ev": -1.611
}

---

*B*
{
  "formula": "C44H51F5N5O3STl",
  "method": "ωB97M-V/def2-TZVPD",
  "elements": ["Tl", "C", "C", "C", "C", "C", "C", "C", "N", "C", "C", "C", "C", "C", "C", "O", "C", "C", "C", "C", "C", "C", "C", "C", "C", "O", "C", "C", "C", "C", "C", "C", "H", "H", "H", "H", "H", "H", "H", "H", "H", "H", "H", "H", "H", "H", "H", "H", "H", "H", "H", "H", "H", "H", "H", "H", "H", "H", "H", "H", "H", "H", "H", "H", "H", "H", "H", "H", "H", "H", "H", "H", "F", "C", "C", "F", "C", "F", "C", "S", "C", "F", "C", "F", "O", "C", "C", "C", "C", "C", "C", "C", "C", "N", "H", "H", "H", "H", "H", "H", "H", "H", "H", "H", "H", "N", "C", "N", "C", "N"],
  "xyz": [[1.218, 0.803, -0.979], [-1.373, -4.194, 4.142], [-0.966, -2.908, 4.879], [-2.260, -2.141, 5.284], [-0.240, -3.311, 6.184], [-0.150, -2.003, 3.922], [-0.759, -1.417, 2.859], [0.070, -0.690, 1.903], [-0.198, -0.282, 0.724], [-1.430, -0.419, 0.055], [-2.280, -1.502, 0.233], [-3.571, -1.494, -0.286], [-3.919, -0.391, -1.083], [-3.013, 0.627, -1.436], [-1.702, 0.589, -0.864], [-0.744, 1.447, -1.207], [-3.412, 1.778, -2.349], [-3.238, 3.069, -1.550], [-4.845, 1.712, -2.868], [-2.507, 1.719, -3.588], [-4.550, -2.631, 0.010], [-4.039, -3.934, -0.640], [-5.969, -2.334, -0.541], [-4.552, -2.768, 1.524], [1.455, -0.274, 2.410], [1.989, 0.627, 1.814], [2.078, -0.984, 3.548], [1.271, -1.846, 4.193], [3.552, -0.728, 3.908], [4.383, -1.002, 2.671], [4.002, -1.594, 5.072], [3.701, 0.760, 4.315], [-2.052, -4.795, 4.745], [-0.511, -4.812, 3.922], [-1.837, -3.914, 3.187], [-2.848, -2.805, 5.918], [-2.865, -1.901, 4.393], [-2.034, -1.184, 5.806], [-0.936, -3.840, 6.844], [0.124, -2.451, 6.716], [0.631, -3.958, 5.970], [-1.812, -1.574, 2.636], [-1.911, -2.395, 0.719], [-4.937, -0.359, -1.400], [-3.873, 2.997, -0.648], [-3.598, 3.938, -2.134], [-2.194, 3.260, -1.310], [-5.603, 1.860, -2.086], [-5.039, 0.744, -3.339], [-5.037, 2.496, -3.572], [-1.449, 1.828, -3.314], [-2.740, 2.538, -4.279], [-2.618, 0.758, -4.131], [-4.002, -3.776, -1.731], [-4.714, -4.780, -0.439], [-3.019, -4.160, -0.314], [-5.976, -2.290, -1.618], [-6.332, -1.390, -0.135], [-6.636, -3.149, -0.265], [-3.531, -2.964, 1.896], [-5.246, -3.541, 1.886], [-4.894, -1.826, 1.979], [1.722, -2.399, 4.982], [4.147, -2.011, 2.290], [5.462, -0.953, 2.899], [4.179, -0.277, 1.861], [3.909, -2.672, 4.881], [3.513, -1.356, 6.014], [5.075, -1.411, 5.229], [3.363, 1.417, 3.500], [4.761, 0.973, 4.520], [3.097, 1.013, 5.196], [3.878, 7.205, -1.315], [3.774, 5.889, -1.262], [2.669, 5.345, -0.675], [1.691, 6.144, -0.189], [2.597, 3.962, -0.599], [1.462, 3.465, 0.004], [3.623, 3.128, -1.045], [3.529, 1.382, -0.690], [4.745, 3.737, -1.598], [5.797, 2.999, -1.977], [4.832, 5.107, -1.705], [5.910, 5.671, -2.266], [0.874, -0.583, -2.893], [0.587, -0.404, -4.285], [1.859, -0.142, -5.079], [2.717, 1.028, -4.588], [1.999, 2.348, -4.479], [1.997, 3.249, -5.535], [1.366, 4.482, -5.332], [0.728, 4.730, -4.126], [0.693, 3.713, -3.201], [1.351, 2.551, -3.348], [1.442, -1.373, -2.764], [-0.042, 0.499, -4.346], [0.054, -1.277, -4.663], [1.537, 0.046, -6.109], [2.539, -1.024, -5.179], [3.602, 1.098, -5.242], [3.103, 0.850, -3.562], [2.581, 3.013, -6.435], [1.413, 5.255, -6.092], [0.204, 5.643, -3.967], [0.123, 3.811, -2.297], [2.112, -1.385, -0.574], [2.748, -2.291, -0.239], [3.327, -3.352, 0.155], [3.371, -4.397, -0.650], [3.471, -5.284, -1.385]],
  "homo_lumo_gap_ev": 6.46,
  "total_charge": 0,
  "lumo_energy_ev": -1.570
}

---

Of them, *A* has the lowest stability.

---

*A*
{
  "formula": "C3H10OSSi",
  "method": "ωB97M-V/def2-TZVPD",
  "elements": ["C", "C", "C", "O", "Si", "S", "H", "H", "H", "H", "H", "H", "H", "H", "H", "H"],
  "xyz": [[-2.348, -0.512, -0.177], [-0.160, 1.331, 0.930], [-1.635, 0.397, -1.155], [1.551, -0.584, -0.367], [2.984, 0.019, 0.002], [-0.083, 0.990, -0.839], [-2.769, -0.072, 0.637], [-1.638, -1.258, 0.233], [-3.231, -1.073, -0.568], [0.711, 0.867, 1.467], [-1.136, 0.949, 1.222], [-0.109, 2.409, 0.936], [-1.860, 0.284, -2.130], [2.644, 1.399, 0.608], [3.937, 0.160, -1.156], [3.604, -0.928, 1.092]],
  "homo_lumo_gap_ev": [7.79, 7.79],
  "total_charge": 0,
  "lumo_energy_ev": [-0.863, -0.863]
}

---

*B*
{
  "formula": "C3H10OSSi",
  "method": "ωB97M-V/def2-TZVPD",
  "elements": ["C", "C", "C", "O", "Si", "S", "H", "H", "H", "H", "H", "H", "H", "H", "H", "H"],
  "xyz": [[1.496, 0.528, 0.876], [-1.093, 1.546, -1.226], [0.117, -0.216, 0.923], [-2.176, -0.760, -0.139], [0.078, -1.823, -0.126], [-1.397, 0.612, 0.398], [1.564, 1.162, -0.009], [2.318, -0.187, 0.921], [1.545, 1.108, 1.795], [-0.899, 2.604, -1.243], [-2.078, 1.363, -1.558], [-0.347, 0.889, -1.758], [0.055, -0.442, 1.921], [-1.014, -2.703, 0.447], [1.551, -2.170, 0.360], [0.278, -1.512, -1.581]],
  "homo_lumo_gap_ev": 9.85,
  "total_charge": 0,
  "lumo_energy_ev": 0.609
}

---

Of them, *A* has the lowest stability.